1.
C8H18N2O7 | the ωB97M-V functional and the def2-TZVPD basis

The calculation puts the HOMO energy at -8.03 eV. The value obtained for the electronic energy is -951.51299 Eh. As for the frontier orbital gap: 7.71 eV. The value obtained for the energy above the lowest of the compared OMol25 structures with the same formula, charge and spin is 6.0 kcal/mol.

```
! RIJCOSX wB97M-V def2-TZVPD def2/J DEFGRID3
* xyz 0 1
O -11.10 -23.35 -40.17
O -9.17 -24.17 -40.21
O -10.16 -24.02 -42.03
O -5.08 -24.82 -40.95
O -4.24 -25.64 -38.98
O -5.02 -23.57 -39.00
O -9.60 -25.71 -37.98
N -10.07 -23.72 -40.77
N -12.16 -23.26 -36.49
C -10.81 -25.32 -37.46
C -5.79 -22.77 -39.83
C -4.78 -24.75 -39.54
C -10.76 -23.85 -36.87
C -5.80 -23.62 -41.10
C -13.08 -23.35 -37.65
C -11.89 -21.80 -36.21
C -12.72 -23.90 -35.34
H -13.19 -24.33 -38.08
H -6.77 -22.57 -39.45
H -9.47 -25.37 -38.84
H -6.80 -23.97 -41.42
H -5.52 -21.71 -40.02
H -11.28 -25.95 -36.59
H -11.43 -25.27 -38.42
H -5.37 -22.96 -41.83
H -11.19 -21.44 -35.41
H -12.80 -22.70 -38.60
H -11.45 -21.42 -37.13
H -12.82 -21.10 -36.26
H -10.01 -23.76 -36.00
H -14.14 -23.10 -37.44
H -10.46 -23.29 -37.70
H -13.40 -23.24 -34.88
H -11.88 -23.88 -34.52
H -13.04 -24.82 -35.38
*
```



2.
C8H18N4 | the ωB97M-V functional and the def2-TZVPD basis

As for the SMILES: C=C1C[NH2+]CCN1/C(C)=[N+](\C)N. The calculation puts the HOMO energy at -16.40 eV. The value obtained for the electronic energy is -533.93161 Eh. As for the frontier orbital gap: 9.32 eV. The value obtained for the energy above the lowest of the compared OMol25 structures with the same formula, charge and spin is 67.5 kcal/mol.

```
! RIJCOSX wB97M-V def2-TZVPD def2/J DEFGRID3
* xyz 2 1
N 3.03 0.23 -0.11
N 0.23 -0.38 0.06
N -1.98 0.30 0.30
N -3.32 0.13 -0.09
C 0.64 0.87 -0.37
C -1.59 -2.00 -0.36
C -1.79 1.60 1.01
C -1.10 -0.63 -0.03
C 2.56 -1.07 0.51
C 1.94 1.32 0.18
C -0.12 1.54 -1.27
C 1.18 -1.52 -0.09
H -3.55 0.04 -0.99
H 1.75 1.51 1.20
H -1.38 2.31 0.40
H -0.89 -2.44 -1.02
H 0.33 2.46 -1.70
H -3.86 0.03 0.73
H 3.98 0.49 0.28
H 2.42 -0.98 1.61
H 0.73 -2.43 0.30
H -1.20 1.61 1.97
H -0.89 0.95 -1.69
H -2.61 -1.87 -0.74
H 1.20 -1.73 -1.12
H -1.63 -2.56 0.57
H 3.28 -1.82 0.53
H -2.70 1.78 1.50
H 3.12 0.11 -1.14
H 2.23 2.15 -0.43
*
```



3.
C8H18N5 | the ωB97M-V functional and the def2-TZVPD basis

The calculation puts the HOMO energy at -12.26 eV. The value obtained for the electronic energy is -589.05763 Eh. As for the frontier orbital gap: 9.80 eV. The value obtained for the energy above the lowest of the compared OMol25 structures with the same formula, charge and spin is 49.4 kcal/mol.

```
! RIJCOSX wB97M-V def2-TZVPD def2/J DEFGRID3
* xyz 1 1
N 1.19 0.94 0.73
N -1.70 -0.89 -0.54
N -0.40 -0.42 -2.10
N -2.36 -1.20 -1.70
N -1.93 -0.87 2.18
C -0.52 -0.41 -0.76
C 2.45 0.86 0.02
C 0.70 2.33 0.85
C 0.81 -1.48 1.17
C 0.35 -0.08 1.03
C -0.88 0.18 2.04
C -1.71 -1.31 -4.09
C -1.46 -1.03 -2.64
H -2.44 -0.52 3.05
H 0.05 -2.21 1.23
H -1.32 1.05 1.68
H -0.13 2.47 1.63
H 1.46 -1.77 0.25
H -1.14 -2.22 -4.36
H -1.54 -1.70 2.54
H -1.39 -0.60 -4.70
H 1.46 -1.47 2.11
H 0.25 2.71 -0.07
H 2.56 1.59 -0.66
H 1.57 2.95 1.10
H 3.21 0.99 0.91
H -2.08 -1.11 0.42
H 0.13 0.18 -2.67
H 2.49 -0.05 -0.57
H -0.63 0.35 3.15
H -2.73 -1.66 -4.14
*
```



4.
C8H18N5 | the ωB97M-V functional and the def2-TZVPD basis

The calculation puts the HOMO energy at -10.03 eV. The value obtained for the electronic energy is -589.03473 Eh. As for the frontier orbital gap: 7.26 eV. The value obtained for the energy above the lowest of the compared OMol25 structures with the same formula, charge and spin is 63.8 kcal/mol.

```
! RIJCOSX wB97M-V def2-TZVPD def2/J DEFGRID3
* xyz 1 1
N 3.10 0.21 -0.21
N -3.82 -1.14 -0.04
N -2.60 -1.39 -0.60
N -0.52 0.15 0.77
N -2.89 0.76 -0.67
C -3.97 0.13 -0.05
C -1.98 -0.19 -0.92
C -5.03 0.94 0.51
C 3.42 1.60 -0.26
C 0.75 0.50 0.24
C 4.29 -0.67 -0.18
C 1.59 -1.78 0.39
C 1.85 -0.34 0.11
H 2.51 -2.40 0.75
H -5.42 1.56 -0.34
H 3.08 1.97 -1.18
H 1.33 -2.18 -0.52
H -5.94 0.44 0.63
H 2.99 2.11 0.48
H -1.21 -0.22 -1.54
H 4.42 1.64 -0.04
H 0.81 -1.81 1.01
H -0.34 -0.52 1.51
H 4.03 -1.76 -0.53
H -2.57 1.73 -0.71
H -1.10 0.86 1.15
H -2.36 -2.25 -1.09
H 5.07 -0.17 -0.95
H 0.70 1.47 0.02
H 4.66 -0.79 0.80
H -4.84 1.57 1.47
*
```



5.
C8H18NOS | the ωB97M-V functional and the def2-TZVPD basis

The calculation puts the HOMO energy at -12.99 eV. The value obtained for the electronic energy is -843.35871 Eh. As for the frontier orbital gap: 7.37 eV. The value obtained for the energy above the lowest of the compared OMol25 structures with the same formula, charge and spin is 118.3 kcal/mol.

```
! RIJCOSX wB97M-V def2-TZVPD def2/J DEFGRID3
* xyz 1 1
S -0.77 -0.79 -0.32
O -0.82 -1.26 1.00
N 0.38 0.65 -0.22
C 2.17 -1.67 -0.77
C -3.34 0.43 0.50
C 2.21 -1.06 0.57
C 0.03 1.49 0.93
C 3.34 -0.35 1.05
C -3.74 -0.81 -0.26
C 0.47 1.37 -1.48
C -2.46 -0.02 -0.60
H -4.00 1.28 0.36
H 1.35 1.93 -1.58
H 0.37 0.63 -2.22
H 1.35 -0.99 -1.21
H 0.81 2.04 1.46
H -2.34 0.40 -1.67
H 3.39 -0.23 2.16
H -0.33 0.73 1.65
H -4.59 -0.91 -0.95
H 3.65 0.60 0.56
H -3.51 -1.66 0.38
H -2.89 0.35 1.59
H -0.40 1.98 -1.63
H -0.80 2.19 0.72
H 3.14 -1.66 -1.21
H 4.23 -1.00 0.84
H 1.73 -2.68 -0.87
H 1.35 -0.97 1.21
*
```



6.
C8H18NaO8 | the ωB97M-V functional and the def2-TZVPD basis

The calculation puts the HOMO energy at -2.66 eV. The value obtained for the electronic energy is -1079.82308 Eh. As for the frontier orbital gap: 4.85 eV. The value obtained for the energy above the lowest of the compared OMol25 structures with the same formula, charge and spin is 7.6 kcal/mol.

```
! RIJCOSX wB97M-V def2-TZVPD def2/J DEFGRID3
* xyz -1 1
Na -0.29 0.57 -1.19
O -2.41 0.14 2.97
O 0.67 -1.69 -0.24
O 2.71 -1.09 0.42
O 2.33 -3.20 0.14
O -3.39 1.53 1.62
O -1.44 0.62 0.99
O -0.23 0.22 -3.67
O 1.18 2.63 -1.44
C -1.25 -0.51 3.43
C 1.45 -4.28 -0.01
C -3.25 2.52 0.59
C -2.32 0.75 1.80
C 2.46 0.26 0.09
C 1.79 -1.99 0.09
C 1.44 3.47 -0.37
C -0.51 -1.09 -4.02
H 1.97 -5.22 -0.17
H 1.75 0.76 0.75
H 3.42 0.78 0.10
H -1.06 -1.43 2.86
H 1.49 2.96 0.62
H 2.35 4.08 -0.49
H -1.40 -0.79 4.47
H -4.19 3.07 0.70
H -1.25 -1.59 -3.37
H -0.33 0.06 3.26
H -0.87 -1.14 -5.07
H 2.23 0.48 -0.96
H 0.41 -1.73 -4.05
H -2.41 3.18 0.80
H -3.17 2.12 -0.42
H 0.61 4.20 -0.21
H 0.77 -4.51 0.83
H 0.74 -4.12 -0.82
*
```



no.,LUMO energy (eV)
1,-0.32
2,-7.09
3,-2.46
4,-2.77
5,-5.62
6,2.19